{"formula": "C40H74B2F29N4O18", "method": "ωB97M-V with the def2-TZVPD basis set", "elements": ["H", "O", "C", "F", "C", "O", "O", "C", "H", "H", "H", "H", "C", "H", "H", "H", "O", "C", "C", "H", "C", "O", "H", "C", "C", "F", "H", "H", "H", "H", "C", "H", "F", "O", "F", "F", "O", "H", "C", "H", "H", "H", "C", "H", "F", "C", "C", "C", "N", "H", "F", "C", "B", "H", "H", "H", "H", "H", "O", "F", "C", "F", "H", "H", "H", "C", "F", "H", "H", "H", "C", "H", "C", "H", "H", "F", "F", "O", "H", "F", "H", "H", "H", "H", "F", "H", "H", "C", "H", "H", "H", "F", "C", "H", "F", "F", "H", "F", "F", "H", "C", "H", "H", "C", "H", "N", "C", "N", "C", "C", "F", "F", "H", "H", "H", "H", "F", "F", "C", "C", "H", "F", "C", "C", "C", "H", "C", "C", "H", "H", "C", "O", "O", "O", "C", "C", "C", "H", "C", "B", "H", "H", "H", "H", "C", "O", "H", "F", "H", "H", "H", "H", "H", "F", "O", "H", "O", "N", "H", "H", "O", "F", "O", "F", "H", "O", "F"], "coordinates": [[4.212476, 6.513432, 17.680201], [7.055642, 0.441553, 10.507130], [-2.311268, 11.736073, 23.131692], [-4.401347, -5.519846, 18.184238], [4.325982, 3.452522, 28.401743], [-3.087155, 2.256990, 19.301361], [-3.080116, -3.170830, 15.905474], [-8.072337, -4.438596, 22.662850], [4.271590, -6.038808, 20.916357], [5.757903, -1.162518, 27.872018], [4.546126, 5.154229, 16.498701], [1.859961, -6.553566, 19.710682], [-4.019609, -2.335304, 22.933216], [6.408684, -2.815807, 27.981618], [-1.114019, -2.003689, 14.383744], [-2.544410, 3.543588, 22.982516], [-5.288541, -3.508107, 16.323335], [5.690011, -2.174137, 27.471845], [7.261010, 0.038752, 25.455550], [-5.545429, -1.803884, 21.405188], [5.965466, 10.321499, 24.853346], [-6.403106, -2.683728, 22.977071], [5.148141, 0.490535, 19.677033], [3.731356, -5.122416, 21.153938], [5.551297, -1.270302, 13.247881], [1.661457, -4.555192, 22.372092], [3.531446, -0.769812, 20.851446], [6.554744, 7.631055, 25.670810], [-0.456551, -3.052648, 15.432562], [4.526753, -1.402175, 12.899983], [-5.438990, -1.797108, 22.489964], [6.849318, 0.275760, 24.474509], [9.147801, -0.786081, 20.402363], [-5.835841, -0.506631, 22.970726], [10.378314, -0.136443, 18.584885], [4.252309, 11.332221, 23.555502], [2.294680, 0.341093, 25.735841], [0.392397, 7.372848, 14.742332], [1.900468, -5.254772, 18.001150], [2.559084, 3.852893, 27.175758], [4.633933, 2.588588, 28.990758], [4.692295, -2.593856, 27.600313], [5.882917, 6.576915, 23.963782], [2.318905, 3.145680, 28.802373], [-3.929170, -2.887758, 24.204774], [1.407201, 7.727108, 14.561310], [-3.130920, 4.618374, 18.797477], [1.784195, 1.339312, 26.679351], [5.931126, -2.110758, 25.928537], [6.757563, 6.483218, 23.320108], [1.631703, 0.064268, 28.645470], [6.698693, -0.780528, 11.122534], [8.844776, 4.951037, 19.003297], [1.442477, 8.809812, 14.440383], [5.068393, 3.462975, 27.603745], [-1.647647, 8.444403, 21.107916], [-0.397574, -1.139889, 15.690569], [5.969025, -2.263541, 13.412433], [3.120788, -4.881161, 19.944498], [-0.183506, 0.115883, 27.463045], [0.882216, 0.844383, 27.892887], [8.793673, 5.364189, 17.711461], [5.191437, -1.504847, 25.603215], [1.752905, -5.951984, 17.176394], [4.838555, 7.830128, 25.315665], [-0.776539, 9.093075, 21.015672], [-3.751588, -3.293584, 22.044179], [4.608290, 0.329480, 14.611647], [-1.596584, 2.516636, 21.701047], [2.120411, 7.175642, 13.948686], [5.835862, 7.829281, 24.875809], [5.710229, -2.973885, 25.452809], [2.593075, -5.963103, 19.161136], [-8.310769, -4.456361, 23.726303], [4.307068, 4.400898, 28.938699], [-3.020533, -1.501712, 22.769198], [8.856183, -1.591739, 11.824487], [7.040277, 11.082802, 24.388327], [-2.803915, -1.144390, 15.993625], [4.196669, 11.596300, 25.663956], [-1.993350, -2.026130, 17.285124], [4.639735, -1.329735, 15.168461], [1.944189, -0.806835, 19.000365], [-3.995970, 2.933803, 21.561492], [9.939587, 5.378706, 19.662066], [-3.254362, 11.810390, 22.590257], [-0.631681, 10.585854, 23.555148], [-2.019839, 3.465634, 22.030232], [5.009082, 6.605596, 23.312842], [-1.820554, 12.667978, 22.850851], [1.006541, -4.789697, 18.416717], [-3.578462, -5.947155, 16.310963], [5.187352, -0.593451, 14.580154], [3.311111, -6.740954, 18.901386], [1.641506, 9.006213, 21.706157], [0.405282, 1.760091, 28.736416], [-5.878172, -4.651787, 22.919634], [8.096399, -2.384131, 10.033260], [3.553244, 9.831307, 24.821369], [8.288298, 0.401027, 25.416412], [4.503132, 10.774289, 24.689667], [1.278946, 2.151673, 26.156943], [-3.789534, 4.492236, 21.274722], [-4.009931, -3.668378, 16.878352], [4.802677, 6.764823, 16.029297], [2.131295, 7.656064, 15.898821], [1.629416, -0.600495, 20.023318], [-3.324552, 3.598413, 21.204280], [0.445463, 8.394215, 21.824079], [3.295053, 1.259001, 20.506941], [11.019508, 0.255413, 20.664921], [7.616240, 5.083871, 19.681580], [-2.199093, 4.819122, 18.268804], [-3.939007, 4.678833, 18.068486], [6.704286, 0.573530, 26.225064], [-8.272401, -5.497382, 22.498400], [0.528718, 7.184527, 21.278495], [0.134278, 8.317814, 23.141559], [4.760622, 1.385312, 20.164181], [-3.597735, -5.016081, 17.284614], [-3.909762, -2.930386, 17.674237], [10.995025, -1.849424, 19.712695], [7.750706, -1.989751, 11.253630], [7.292944, -1.441368, 25.665448], [2.693492, -5.465157, 22.339672], [0.874086, 0.184186, 20.066600], [-1.485326, 10.502109, 22.882560], [2.707875, 6.237051, 16.287278], [-8.845232, -3.821583, 22.204567], [4.798361, 2.130020, 19.369149], [-0.920616, -2.066619, 15.454613], [1.979235, 5.215346, 16.076936], [3.030174, 1.921923, 27.181476], [-1.187077, 10.336831, 21.526858], [-2.228527, -2.041821, 16.220908], [-6.583366, -3.986810, 22.421031], [4.146783, 6.156739, 16.652318], [-1.297966, 4.274576, 21.917862], [2.927383, 3.124583, 27.898279], [10.391551, -0.630006, 19.873278], [5.777045, -1.197976, 10.717067], [6.123335, 10.094790, 25.907752], [1.431639, 7.922433, 16.576794], [2.928566, 8.275041, 15.935223], [-3.118439, 3.408378, 19.702804], [2.546374, 2.269781, 20.428872], [-3.301988, 5.554820, 19.328414], [-2.357286, -5.089436, 17.752240], [2.545514, -4.497101, 17.556239], [1.325592, -1.549281, 20.465554], [5.954207, 5.619880, 24.480560], [-2.072904, 9.670083, 23.270616], [2.544403, -0.154566, 21.875190], [3.180856, -5.571044, 23.574035], [-0.549278, 9.277990, 19.638465], [-6.521030, -4.088235, 21.337549], [6.143039, 9.069232, 24.206279], [2.789179, -0.086441, 20.897673], [5.421946, 1.795093, 20.927607], [-2.555868, 11.705628, 24.193451], [6.412517, -0.409318, 12.494713], [2.068374, -6.603430, 22.138984], [4.616034, -4.053506, 21.394470], [9.091160, 3.575586, 19.023731], [6.058160, -0.398870, 15.206193], [8.321928, -2.082700, 25.751230], [7.326268, -3.134420, 11.923375]], "forces_ev_per_a": [[0.5, -0.2, 0.2], [-0.1, -4.2, 0.7], [-0.5, 0.6, -0.2], [-1.1, -0.4, 1.8], [0.0, -0.4, -0.6], [0.3, 3.0, 1.4], [2.6, 0.3, -0.9], [0.6, -0.1, 1.5], [0.5, -1.0, 0.9], [-0.2, -0.1, -0.3], [-0.5, -0.1, 0.5], [-0.4, 0.2, 0.3], [-1.6, -0.2, -0.2], [0.2, 0.0, -0.5], [-0.4, 0.4, -0.3], [1.3, -0.7, 0.6], [2.2, -1.5, 1.5], [-0.1, -0.4, -0.8], [0.0, 0.0, -0.3], [0.9, -0.3, -0.5], [4.3, 0.2, -0.7], [-1.4, -1.8, 0.2], [0.3, -0.3, 0.6], [3.4, 2.2, 1.2], [-0.3, 1.5, 0.8], [0.7, 0.2, 0.3], [0.8, -0.5, -0.4], [0.2, 0.4, 0.4], [0.7, 0.3, 1.1], [0.0, -0.2, -1.5], [-1.6, 4.4, 1.9], [-0.4, 0.0, 0.0], [-2.3, -0.6, 0.6], [2.0, -2.6, -1.0], [-0.5, 1.0, -1.5], [-0.3, 1.5, -2.2], [-2.4, 2.1, 3.0], [0.4, -0.3, -0.6], [0.8, -0.6, 0.0], [-0.1, 0.6, 0.2], [0.0, 0.2, 0.6], [0.0, 0.3, 0.0], [0.2, 0.8, -0.7], [-0.6, -0.4, -0.1], [-0.2, 0.7, -1.3], [1.6, 0.4, 1.5], [0.0, 1.6, 0.8], [2.9, -2.1, -3.0], [0.0, 0.9, 1.8], [0.1, 0.7, -0.1], [0.6, -1.3, 1.0], [0.5, 3.6, 0.0], [-0.1, -3.2, 0.8], [-0.4, -0.2, -0.9], [-0.2, 0.4, -0.2], [-0.3, -0.9, 0.8], [0.8, -0.5, 0.3], [0.1, 0.1, 0.2], [-2.1, 0.0, -1.4], [0.4, 0.5, 0.2], [0.9, -0.9, -2.1], [-0.5, 1.4, -1.6], [-0.5, 0.8, -0.3], [-0.8, -0.1, 0.1], [-0.1, 0.2, 0.2], [1.1, 0.5, -3.8], [0.4, -1.8, -0.3], [-0.1, 0.0, -0.8], [-0.1, -0.1, 0.7], [-1.0, 0.1, -0.8], [0.3, -0.1, -0.3], [0.7, -0.9, -0.2], [-0.5, 0.8, 0.5], [0.2, 0.7, 0.4], [0.3, -0.2, 0.2], [0.8, 1.4, 0.6], [1.1, 0.1, 1.0], [-3.4, -0.1, 1.1], [0.0, 0.4, 0.0], [-0.3, 2.3, 1.7], [-0.1, -0.1, 0.3], [-0.3, -0.1, 0.0], [0.4, 0.3, 0.2], [-0.2, -1.0, 0.0], [1.4, 2.7, 1.3], [-0.2, -0.6, -0.2], [0.5, -0.1, -0.3], [-1.6, 0.3, 0.0], [0.0, -0.3, -0.1], [0.4, 0.0, 0.3], [-0.2, -0.1, -0.6], [-0.4, -0.2, -1.3], [1.1, -0.7, 1.2], [0.8, 0.4, -0.4], [-0.7, -0.5, 0.2], [-0.6, 1.1, 0.0], [-0.1, -0.4, -0.2], [0.1, -0.9, -1.2], [-0.4, -1.6, 0.0], [-0.1, -0.2, 0.2], [1.3, -1.2, 0.3], [-0.6, 0.2, 0.0], [0.2, 0.7, 0.6], [-4.0, 4.2, -2.7], [-0.2, 0.5, 0.0], [-0.1, -1.8, 0.7], [0.1, 0.1, 0.6], [1.1, 1.0, -1.7], [-1.6, 2.5, -1.7], [-0.9, 5.3, -0.4], [2.0, 1.3, 1.8], [-0.6, 1.2, 0.1], [0.1, -0.6, 0.1], [0.0, -1.0, 0.0], [-0.2, -0.1, -0.1], [0.4, -0.1, -1.0], [0.5, -1.1, 0.5], [0.5, -0.7, -0.1], [-0.5, -0.2, -1.2], [0.3, -1.5, -1.1], [0.2, -0.5, 1.2], [1.3, -2.1, 0.9], [-1.2, 1.6, -0.5], [3.0, -0.8, 0.2], [-0.3, 2.0, -1.7], [0.0, -0.3, -0.1], [-0.5, -0.1, 0.1], [-2.9, -5.7, -2.3], [0.4, 0.1, -0.3], [-0.1, 0.2, 0.1], [-1.3, -0.1, -1.4], [2.8, 5.8, 1.1], [-1.0, -0.7, 1.3], [0.4, 1.3, 0.8], [-1.0, -1.5, 0.2], [-1.6, 0.1, 0.3], [-0.1, 0.5, -0.1], [-0.4, 0.2, -0.4], [0.9, 0.5, -0.5], [-0.3, 0.2, -1.6], [-0.4, -0.6, -0.4], [-0.5, 0.1, 1.0], [0.0, 0.3, 1.1], [0.1, 0.5, 0.1], [-0.8, -3.5, -2.2], [1.9, -5.0, 0.7], [0.2, 0.0, 0.6], [1.4, 0.6, 1.1], [0.1, 0.2, 0.4], [-0.2, 0.2, 0.0], [-0.6, 0.2, 0.6], [-0.1, -0.5, 0.0], [-0.7, 0.5, 0.7], [0.7, 0.5, 0.5], [0.2, -1.0, 2.8], [0.9, 0.6, -0.2], [-0.9, -2.9, -1.0], [-0.5, -0.6, -1.1], [-0.2, -0.4, 0.4], [0.0, 0.4, 0.1], [-1.0, -1.1, 0.9], [-0.6, -2.1, -0.6], [-2.5, -2.1, 0.7], [-0.5, -1.8, -0.7], [0.3, 0.1, -0.2], [-3.1, 0.7, -0.1], [0.1, 0.8, -0.5]], "mulliken_charge": [0.37, -0.91, -1.35, -0.28, -1.31, -0.41, -0.32, -1.30, 0.12, 0.30, 0.33, 0.29, 0.76, 0.34, 0.32, 0.37, -0.95, -0.77, -0.94, 0.20, -0.22, -0.28, 0.43, -0.22, 0.01, -0.26, 0.36, 0.26, 0.31, 0.16, -0.01, 0.34, -0.37, -0.96, -0.42, -0.27, -0.84, 0.29, -1.13, 0.31, 0.29, 0.36, -1.19, 0.22, -0.31, -0.78, -0.90, -0.19, -0.13, 0.37, -0.27, -0.08, 0.60, 0.37, 0.28, 0.07, 0.37, 0.25, -0.09, -0.28, 0.75, -0.39, 0.32, 0.40, 0.20, -0.04, -0.25, 0.26, 0.32, 0.37, -0.01, 0.41, -0.32, 0.33, 0.38, -0.26, -0.27, -0.92, 0.29, -0.32, 0.25, 0.35, 0.36, 0.41, -0.38, 0.33, 0.22, -0.74, 0.23, 0.31, 0.24, -0.33, -1.25, 0.34, -0.24, -0.28, 0.25, -0.29, -0.31, 0.34, 0.92, 0.21, 0.41, -0.04, 0.36, -0.18, -0.91, -0.17, 0.83, 0.64, -0.39, -0.42, 0.26, 0.32, 0.32, 0.41, -0.24, -0.27, -1.04, 0.86, 0.12, -0.42, 0.73, 0.54, 0.81, 0.35, -0.07, 0.75, 0.29, 0.28, -1.28, -0.49, -0.14, -0.26, -0.05, -0.13, -1.15, 0.32, -0.12, 0.60, 0.24, 0.22, 0.35, 0.39, 0.50, -0.53, 0.30, -0.28, 0.28, 0.37, 0.31, 0.28, 0.38, -0.29, -0.93, 0.25, -0.25, -0.04, 0.32, 0.38, -0.27, -0.29, -0.83, -0.40, 0.36, -0.46, -0.30], "e_lumo_ev": 4.19, "max_force_ev_per_a": 6.8, "charge": -5}